Below is C28H24BeN8S as an isolated structure, with properties calculated with wB97M-V/def2-TZVPD.

Geometry as ORCA input:
```
! RIJCOSX wB97M-V def2-TZVPD def2/J DEFGRID3
* xyz 2 1
Be -0.2202 -0.2822 -0.3178
C -1.5003 1.7685 0.8860
N -0.3682 1.5810 -0.0597
C -0.5277 2.2287 -1.3826
C -0.9042 1.1374 -2.3328
N -0.9516 -0.1028 -1.8912
C -1.4116 -0.8816 -2.9595
C -1.7262 -2.2361 -3.0359
C -2.1828 -2.7080 -4.2480
C -2.3321 -1.8631 -5.3600
C -2.0502 -0.5150 -5.2880
C -1.5970 -0.0462 -4.0608
N -1.2611 1.2339 -3.6182
C -1.9384 0.4174 1.3587
N -1.3833 -0.6554 0.8502
C -1.9910 -1.7537 1.4504
C -1.7927 -3.1199 1.2687
C -2.5854 -3.9715 2.0116
C -3.5483 -3.4844 2.9093
C -3.7507 -2.1313 3.0965
C -2.9493 -1.2787 2.3487
N -2.8850 0.1129 2.2587
H -1.2110 2.3958 1.7294
H -2.3339 2.2648 0.3869
H 0.4825 1.9199 0.3747
H -1.2970 3.0018 -1.3626
H 0.4052 2.7073 -1.6828
H -1.6242 -2.8790 -2.1703
H -2.4421 -3.7539 -4.3468
H -2.6959 -2.2791 -6.2896
H -2.1854 0.1417 -6.1370
H -1.2851 2.0735 -4.1751
H -1.0536 -3.4935 0.5688
H -2.4685 -5.0410 1.8978
H -4.1518 -4.1894 3.4650
H -4.4959 -1.7599 3.7876
H -3.4492 0.7635 2.7815
N 2.2583 -3.1014 0.7163
C 2.0018 -4.1007 -0.2643
C 2.0418 -5.4447 0.0641
C 1.7849 -6.3904 -0.9208
C 1.4575 -5.9919 -2.2088
C 1.3702 -4.6404 -2.5216
C 1.6627 -3.7046 -1.5446
S 1.6736 -1.9699 -1.8598
N 1.0987 -1.3966 -0.3336
C 1.6273 -1.9196 0.7439
C 1.5581 -1.1985 2.0526
C 1.8747 -1.8117 3.2597
C 1.8979 -1.0482 4.4171
C 1.5845 0.2951 4.3358
C 1.2268 0.8075 3.0965
N 1.2148 0.0892 1.9798
H 2.7258 -3.4159 1.5482
H 2.2737 -5.7532 1.0775
H 1.8426 -7.4415 -0.6725
H 1.2745 -6.7333 -2.9750
H 1.1125 -4.3169 -3.5229
H 2.0682 -2.8727 3.3312
H 2.1521 -1.5031 5.3650
H 1.6145 0.9318 5.2090
H 0.9517 1.8543 3.0094
*
```

## Properties
ΔE to the lowest compared entry with this formula, charge and spin (kJ/mol): 0.0
E_HOMO (eV): -13.360
Largest force on an atom (hartree/bohr): 0.0107

***

Below is a 2-piece molecular cluster, C5H11N2O4S overall at a distorted geometry, with properties calculated with wB97M-V/def2-TZVPD.

Geometry as ORCA input:
```
! RIJCOSX wB97M-V def2-TZVPD def2/J DEFGRID3
* xyz -1 1
C 3.0171 1.5877 -0.2288
C -0.5269 -0.0839 1.7727
C -0.4354 1.7732 0.0936
C -0.9460 -0.6162 -0.7668
C -0.1612 0.2478 0.3102
N 2.1750 -1.7343 -1.3638
N 1.2657 0.2295 0.2232
O 3.0410 2.0512 0.8085
O 3.2123 1.3858 -1.3437
O 1.4595 -2.1840 1.0229
O 3.5241 -0.8469 0.6079
S 2.0807 -1.0410 0.2771
H 0.0700 0.4570 2.3626
H -1.4740 0.2514 1.9232
H -0.2798 -1.0776 2.0723
H -0.1314 2.0299 -0.9257
H 0.0600 2.2287 0.8232
H -1.4357 1.8929 0.1141
H -0.5409 -0.4381 -1.6989
H -0.7223 -1.6357 -0.5228
H -1.9470 -0.4578 -0.5836
H 2.9226 -1.2175 -1.8067
H 2.4319 -2.6862 -1.2084
*
```

## Properties
ΔE to the lowest compared entry with this formula, charge and spin (kJ/mol): 167.9
E_HOMO (eV): -4.842
Largest force on an atom (hartree/bohr): 0.1004

***

Below is a 8-piece molecular cluster, C73H83ClF7O4P overall at a distorted geometry, with properties calculated with wB97M-V/def2-TZVPD.

Geometry as ORCA input:
```
! RIJCOSX wB97M-V def2-TZVPD def2/J DEFGRID3
* xyz 0 1
C -0.8187 -1.8623 3.5970
C -2.3030 -1.7580 3.0012
C -2.6941 -0.2650 2.6071
C -3.1392 -0.1170 1.0875
C -1.9953 0.5128 0.1789
C -1.8975 -0.1431 -1.2653
C -0.4205 -0.0605 -1.8632
C -0.2192 1.1713 -2.8171
C 0.9045 1.0068 -3.9121
C 2.3673 1.3773 -3.4338
C 2.6743 1.0347 -1.9322
C 2.8548 2.0728 -0.8823
C 2.7194 3.5786 -1.3513
C 1.2518 4.1588 -1.2369
C 0.7265 4.9334 -2.5131
O 1.2812 4.5023 -3.7580
C 2.2901 5.4083 -4.2484
C 3.1631 1.6986 0.5308
C 3.3303 2.7594 1.6826
Cl 1.8064 3.7749 1.8950
C 4.6339 3.6306 1.5584
C 5.0556 4.1033 3.0380
C 3.3092 0.2652 0.8191
C 3.1223 -0.7860 -0.2137
C 2.8184 -0.4289 -1.6095
P 2.6230 -1.6798 -2.9814
C 4.2568 -2.1655 -3.7701
C 4.8844 -3.5289 -3.2902
C 1.5738 -3.1495 -2.4913
C 0.5984 -3.5748 -3.6919
C 3.2583 -2.2888 0.2335
O 3.7500 -3.1565 -0.4476
C 2.7415 -2.5665 1.6850
C 2.9214 -1.6009 2.6267
O 2.4658 -1.7408 3.9273
C 3.6751 -0.2741 2.2358
O 4.4915 0.2218 2.9792
H -0.3723 -0.8375 3.5069
H -0.2183 -2.6675 3.1047
H -0.8322 -2.1039 4.6969
H -2.9900 -2.1417 3.8099
H -2.3969 -2.4783 2.1490
H -1.9173 0.4770 2.9239
H -3.6148 -0.0277 3.2164
H -4.0400 0.5614 1.0880
H -3.4391 -1.1416 0.7393
H -2.3078 1.5889 0.0214
H -1.0072 0.5504 0.7140
H -2.6157 0.3878 -1.9432
H -2.2412 -1.2126 -1.1467
H -0.1920 -1.0519 -2.3379
H 0.2407 0.1198 -0.9650
H -0.0294 2.1178 -2.2507
H -1.1887 1.3382 -3.3783
H 0.8226 -0.0404 -4.3161
H 0.6539 1.6743 -4.7878
H 3.0772 0.7667 -4.0688
H 2.5547 2.4427 -3.7078
H 3.3726 4.1551 -0.6339
H 3.1982 3.6940 -2.3527
H 1.2781 4.9215 -0.4055
H 0.5242 3.3784 -0.8729
H -0.3974 4.8138 -2.5312
H 0.8934 6.0364 -2.3275
H 3.1403 4.7593 -4.6038
H 1.9261 6.0510 -5.0940
H 2.7067 6.0800 -3.4529
H 3.4189 2.2050 2.6568
H 4.5021 4.5795 0.9797
H 5.4733 2.9961 1.1556
H 4.8804 5.2181 3.1004
H 4.4186 3.6507 3.8364
H 6.1512 3.9505 3.1917
H 4.0560 -2.2487 -4.8791
H 4.9636 -1.2925 -3.6627
H 5.4529 -3.4039 -2.3276
H 4.1407 -4.3577 -3.2068
H 5.6605 -3.8624 -4.0435
H 0.9500 -2.9076 -1.5866
H 2.2140 -4.0342 -2.2156
H 0.7292 -4.6554 -3.9452
H 0.8912 -2.9709 -4.5980
H -0.4505 -3.2938 -3.4261
H 2.1968 -3.4933 1.9773
H 2.4347 -0.8672 4.3591
F -1.7944 5.1463 5.4223
C -0.6529 4.8597 6.0714
C 0.3372 4.1472 5.4195
C 1.5183 3.8555 6.0889
C 1.6913 4.2701 7.4049
C 0.6864 4.9812 8.0500
C -0.4915 5.2833 7.3784
H 0.1820 3.8250 4.3971
H 2.3037 3.3043 5.5851
H 2.6121 4.0379 7.9276
H 0.8201 5.3005 9.0767
H -1.2819 5.8440 7.8621
F -1.1676 2.7416 -5.8136
C -1.3975 3.9364 -6.3881
C -2.2288 4.0068 -7.4911
C -2.4723 5.2396 -8.0825
C -1.8730 6.3849 -7.5699
C -1.0349 6.2988 -6.4631
C -0.7981 5.0671 -5.8632
H -2.6796 3.1050 -7.8798
H -3.1279 5.3075 -8.9423
H -2.0601 7.3464 -8.0347
H -0.5650 7.1918 -6.0672
H -0.1516 4.9798 -4.9918
F -6.4402 -1.7261 -1.2721
C -7.2723 -1.0893 -0.4299
C -6.8148 -0.7142 0.8202
C -7.6727 -0.0520 1.6888
C -8.9805 0.2176 1.3008
C -9.4291 -0.1692 0.0433
C -8.5689 -0.8220 -0.8305
H -5.7962 -0.9399 1.1079
H -7.3223 0.2531 2.6678
H -9.6506 0.7306 1.9810
H -10.4495 0.0377 -0.2568
H -8.8983 -1.1231 -1.8173
F -4.7926 0.9483 5.1567
C -4.1320 0.8539 6.3230
C -3.7808 -0.3947 6.8047
C -3.0934 -0.4914 8.0078
C -2.7744 0.6594 8.7196
C -3.1369 1.9073 8.2269
C -3.8149 2.0068 7.0188
H -4.0450 -1.2808 6.2398
H -2.8069 -1.4637 8.3907
H -2.2417 0.5822 9.6604
H -2.8913 2.8036 8.7839
H -4.0973 2.9715 6.6152
F 5.0981 -9.5638 2.7548
C 4.8486 -8.3692 2.1884
C 4.0188 -8.3031 1.0836
C 3.7575 -7.0683 0.5021
C 4.3368 -5.9171 1.0250
C 5.1727 -5.9994 2.1329
C 5.4266 -7.2318 2.7225
H 3.5832 -9.2114 0.6854
H 3.1028 -7.0033 -0.3591
H 4.1352 -4.9551 0.5673
H 5.6272 -5.1027 2.5379
H 6.0682 -7.3137 3.5912
F -2.2089 1.9269 -9.6814
C -1.2581 1.0010 -9.4533
C -0.2349 1.2823 -8.5647
C 0.7416 0.3237 -8.3275
C 0.6898 -0.8987 -8.9881
C -0.3407 -1.1661 -9.8816
C -1.3244 -0.2130 -10.1122
H -0.2056 2.2413 -8.0656
H 1.5433 0.5296 -7.6281
H 1.4551 -1.6443 -8.8051
H -0.3782 -2.1173 -10.3989
H -2.1397 -0.4072 -10.7983
F -3.8835 -4.5975 3.8649
C -2.9345 -5.5255 4.0601
C -1.8850 -5.2461 4.9131
C -0.9019 -6.2050 5.1212
C -0.9766 -7.4283 4.4643
C -2.0359 -7.6947 3.6044
C -3.0248 -6.7398 3.4042
H -1.8398 -4.2843 5.4092
H -0.0779 -5.9987 5.7937
H -0.2069 -8.1746 4.6236
H -2.0915 -8.6464 3.0895
H -3.8620 -6.9325 2.7446
*
```

## Properties
E_HOMO (eV): -7.337
SMILES string: CCCCCCCCCCc1c(CCCOC)c([C@H](Cl)CC)c2c(c1P(CC)CC)C(=O)C=C(O)C2=O.Fc1ccccc1.Fc1ccccc1.Fc1ccccc1.Fc1ccccc1.Fc1ccccc1.Fc1ccccc1.Fc1ccccc1
Largest force on an atom (hartree/bohr): 0.0616

***

Below is a 3-piece molecular cluster, C2H12N2O2 overall at a distorted geometry, with properties calculated with wB97M-V/def2-TZVPD.

Geometry as ORCA input:
```
! RIJCOSX wB97M-V def2-TZVPD def2/J DEFGRID3
* xyz 0 1
N -0.0586 0.1643 1.5353
C 0.5539 1.2302 0.7230
C -0.3274 1.6375 -0.4342
N -0.6743 0.5027 -1.3070
H -0.6313 -0.4656 0.9823
H -0.5444 0.3730 2.3922
H 1.4029 0.7026 0.2787
H 0.7623 2.0545 1.3425
H -1.2588 2.0994 -0.1095
H 0.1952 2.4147 -1.0029
H 0.1737 0.0809 -1.6525
H -1.2279 0.9449 -2.0311
H 1.9064 -1.0700 -0.3984
H 1.6280 -1.6370 1.0364
O 2.0473 -1.8104 0.1858
H -1.4876 -3.1630 -0.2894
H -1.5048 -1.6771 -0.8073
O -0.9546 -2.3816 -0.4440
*
```

## Properties
ΔE to the lowest compared entry with this formula, charge and spin (kJ/mol): 76.8
E_HOMO (eV): -8.996
SMILES string: NCCN.O.O
Largest force on an atom (hartree/bohr): 0.0591

***

Below is C35H37BCrF4P2 as an isolated structure at a distorted geometry, with properties calculated with wB97M-V/def2-TZVPD.

Geometry as ORCA input:
```
! RIJCOSX wB97M-V def2-TZVPD def2/J DEFGRID3
* xyz 0 5
Cr 0.7718 -0.5473 2.7499
C -2.4296 -0.4744 6.0670
C -2.0954 -0.4786 4.7599
C -2.4574 0.6090 3.8126
C -1.6840 1.5980 2.9788
C -0.5558 2.1748 3.8053
C -0.8280 2.5381 5.0598
C -1.9634 2.0841 5.9452
C -2.3215 0.8579 6.7910
C 2.9331 -0.6814 3.3103
H -2.3262 -1.3071 6.7704
H -1.6160 -1.3306 4.2409
H -3.1193 1.2466 4.4799
H -3.3183 0.2012 3.1634
H -1.5632 1.3557 1.8928
H -2.4134 2.4495 2.8960
H 0.3306 2.4864 3.2382
H -0.1042 3.0281 5.6622
H -2.8877 2.3240 5.3764
H -1.8541 2.8276 6.7526
H -1.5798 0.7538 7.6149
H -3.2540 1.1824 7.3677
H 2.8974 -1.0572 4.3929
H 3.5836 0.2043 3.2993
H 3.4346 -1.3738 2.5574
P -0.1666 -1.9250 -2.6567
P 1.7317 0.4686 -3.0272
C -0.8509 -0.4282 -3.3599
C 0.0914 0.5100 -3.7288
C -0.8334 -3.3016 -4.0280
C -1.9497 -3.1016 -4.8472
C -2.3459 -4.0563 -5.8206
C -1.6735 -5.2684 -5.9126
C -0.5188 -5.4983 -5.1048
C -0.1134 -4.5089 -4.2070
C -1.0626 -2.1233 -1.1377
C -0.7782 -1.3247 0.0063
C -1.5529 -1.5221 1.1312
C -2.6145 -2.4427 1.1666
C -2.7978 -3.2842 0.0507
C -2.0241 -3.1361 -1.0922
C 2.4665 0.9530 -4.7973
C 2.3987 0.1164 -5.9566
C 2.8826 0.5748 -7.1989
C 3.4376 1.8786 -7.2737
C 3.5823 2.6681 -6.1235
C 3.1143 2.1837 -4.8856
C 1.9832 1.9881 -2.0100
C 3.1549 2.0663 -1.2066
C 3.4002 3.1927 -0.4230
C 2.4798 4.2489 -0.3595
C 1.2745 4.1186 -1.0616
C 1.0129 2.9632 -1.8247
H -1.9611 -0.3010 -3.2090
H -0.0974 1.2624 -4.5468
H -2.5147 -2.1486 -4.7163
H -3.1659 -3.8300 -6.5158
H -1.9848 -6.0356 -6.6078
H 0.0533 -6.4178 -5.2128
H 0.8038 -4.6414 -3.6047
H -0.0149 -0.5677 -0.0279
H -1.3349 -0.9648 2.0734
H -3.2501 -2.5400 2.0564
H -3.5512 -4.0798 0.1031
H -2.2085 -3.7636 -1.9356
H 1.9041 -0.8648 -5.8983
H 2.7973 -0.0355 -8.1096
H 3.8022 2.2588 -8.2273
H 4.0281 3.6914 -6.1635
H 3.1587 2.7864 -3.9949
H 3.8984 1.2750 -1.2270
H 4.3483 3.2859 0.1336
H 2.7000 5.1560 0.2425
H 0.5707 4.9332 -1.0323
H 0.0326 2.8912 -2.3112
F 0.5483 -0.4477 6.7208
B 0.5541 0.3671 7.9036
F 0.3861 1.7716 7.5045
F -0.5730 0.0230 8.7219
F 1.7627 0.2555 8.5852
*
```

## Properties
ΔE to the lowest compared entry with this formula, charge and spin (kJ/mol): 345.6
E_HOMO (alpha / beta) (eV): -8.161 / -8.160
⟨S²⟩: 6.23
Largest force on an atom (hartree/bohr): 0.0961

***

Below is an isolated molecule of C2H2ClFN2S at a distorted geometry, with properties calculated with wB97M-V/def2-TZVPD.

Geometry as ORCA input:
```
! RIJCOSX wB97M-V def2-TZVPD def2/J DEFGRID3
* xyz 0 1
C -0.7634 0.5097 0.4684
C 0.2979 0.4084 1.3210
N -0.8175 0.0179 -0.7989
N 0.1682 -0.5120 -1.3474
F 0.0737 0.8575 2.5719
S 1.6036 -0.9338 -0.8415
Cl -0.1696 -1.2511 -3.0636
H -1.7332 0.8679 0.6352
H 1.3403 0.0355 1.0549
*
```

## Properties
ΔE to the lowest compared entry with this formula, charge and spin (kJ/mol): 101.1
E_HOMO (eV): -9.303
SMILES string: F/C=C/N=[N+](\[S-])Cl
Largest force on an atom (hartree/bohr): 0.0440